{
  "formula": "C35H31IrN14O3S",
  "method": "ωB97M-V with the def2-TZVPD basis set",
  "homo_ev": -12.61,
  "multiplicity": 1,
  "gap_ev": 5.75,
  "de_lowest_kcal_mol": 8.49,
  "total_charge": 2,
  "lumo_ev": -6.8658,
  "energy_ha": -2846.75458,
  "largest_force_ev_per_a": 0.23,
  "elements": ["Ir", "N", "C", "C", "C", "C", "C", "C", "S", "O", "O", "N", "C", "N", "C", "C", "C", "N", "H", "H", "H", "H", "H", "H", "H", "H", "H", "C", "N", "C", "N", "C", "N", "C", "C", "C", "C", "C", "C", "C", "N", "N", "C", "O", "C", "C", "C", "C", "C", "C", "N", "C", "N", "C", "N", "C", "H", "H", "H", "H", "H", "H", "H", "H", "H", "H", "H", "H", "H", "H", "H", "H", "N", "C", "C", "C", "C", "C", "N", "H", "H", "H", "H", "H", "H"],
  "coordinates": [[1.23, -0.30, 0.74], [2.07, 7.43, 4.00], [1.53, 6.31, 3.45], [1.86, 5.94, 2.13], [1.33, 4.80, 1.58], [0.46, 4.00, 2.33], [0.12, 4.36, 3.64], [0.66, 5.50, 4.19], [-0.19, 2.57, 1.65], [-0.16, 2.61, 0.21], [-1.41, 2.21, 2.32], [0.92, 1.35, 1.94], [1.01, 0.64, 3.09], [0.76, 0.99, 4.34], [0.94, 0.03, 5.23], [1.34, -1.28, 4.92], [1.55, -1.58, 3.59], [1.41, -0.59, 2.69], [2.56, 8.08, 3.42], [1.72, 7.77, 4.88], [2.52, 6.57, 1.54], [1.56, 4.53, 0.55], [-0.56, 3.74, 4.20], [0.39, 5.79, 5.20], [0.75, 0.30, 6.27], [1.46, -2.03, 5.68], [1.83, -2.56, 3.24], [0.79, -4.97, -2.29], [1.35, -3.81, -1.56], [0.73, -2.94, -0.79], [1.60, -1.99, -0.41], [2.77, -2.37, -1.02], [2.65, -3.47, -1.72], [0.18, -4.54, -3.60], [0.76, -4.88, -4.81], [0.18, -4.45, -6.00], [-0.96, -3.66, -5.98], [-1.53, -3.30, -4.76], [-0.97, -3.77, -3.58], [-2.68, -2.41, -4.70], [-3.42, -1.94, -5.64], [-4.34, -1.09, -5.03], [-4.09, -1.13, -3.77], [-3.05, -1.95, -3.48], [-4.70, -0.40, -2.67], [-5.69, 0.55, -2.91], [-6.21, 1.27, -1.85], [-5.74, 1.06, -0.56], [-4.76, 0.11, -0.31], [-4.30, -0.13, 1.10], [-2.91, -0.62, 1.17], [-1.83, -0.05, 0.67], [-0.77, -0.80, 1.00], [-1.31, -1.84, 1.71], [-2.60, -1.75, 1.83], [-4.25, -0.63, -1.37], [0.06, -5.44, -1.63], [1.62, -5.65, -2.43], [-0.31, -2.98, -0.53], [3.70, -1.84, -0.94], [1.65, -5.49, -4.83], [0.62, -4.73, -6.94], [-1.40, -3.30, -6.90], [-1.45, -3.52, -2.64], [-6.03, 0.71, -3.92], [-6.98, 2.01, -2.03], [-6.15, 1.65, 0.26], [-4.89, -0.89, 1.61], [-4.35, 0.79, 1.68], [-1.82, 0.87, 0.11], [-0.73, -2.64, 2.14], [-3.50, -1.39, -1.20], [4.38, -1.09, 1.49], [4.31, 0.03, 0.73], [5.48, 0.70, 0.34], [5.39, 1.81, -0.47], [4.13, 2.26, -0.88], [3.03, 1.58, -0.45], [3.10, 0.46, 0.32], [5.26, -1.40, 1.85], [3.54, -1.50, 1.86], [6.44, 0.33, 0.68], [6.29, 2.32, -0.77], [4.02, 3.14, -1.50], [2.03, 1.92, -0.70]]
}